(1)
Below is 2 unconnected molecules or ions with the total composition C5H10N4O3, with properties calculated with ωB97M-V/def2-TZVPD.

Structure (ORCA input):
```
! RIJCOSX wB97M-V def2-TZVPD def2/J DEFGRID3
* xyz 0 1
H -1.553 0.391 -0.586
N -2.039 1.297 -0.546
C -3.301 1.218 -0.683
N -4.024 0.020 -0.831
O -3.160 -1.049 -0.573
C -3.332 -1.651 0.617
O -4.316 -1.522 1.287
H -3.944 2.092 -0.683
H -4.809 -0.051 -0.176
H -2.473 -2.291 0.798
C 4.793 -1.376 -0.925
C 3.660 -0.758 -0.617
O 3.426 -0.411 0.709
C 2.403 0.376 1.095
N 1.501 0.766 0.269
N 0.517 1.627 0.840
H 5.497 -1.516 -0.119
H 5.063 -1.679 -1.923
H 2.869 -0.467 -1.296
H 2.439 0.650 2.167
H -0.141 1.804 0.109
H 0.925 2.529 1.068
*
```

Calculated values
SMILES	[H]/N=C\NOC=O.C=CO/C=N/N
HOMO-LUMO gap	0.3407	Ha
energy	-641.122051	Eh

These are the Mulliken partial charges, in e, on atoms 1 to 6: H 0.26; N -0.57; C -0.08; N -0.24; O -0.26; C 0.23

(2)
Below is a single C5H8N2 molecule, with properties calculated with ωB97M-V/def2-TZVPD.

Structure (ORCA input):
```
! RIJCOSX wB97M-V def2-TZVPD def2/J DEFGRID3
* xyz 0 1
C -1.228 -1.667 -0.522
C -0.251 -0.803 -0.748
C 0.695 -0.276 0.303
N 2.060 -0.644 0.000
C 0.289 1.145 0.380
N 0.475 2.384 0.357
C -0.969 1.805 0.529
H -1.873 -2.005 -1.326
H -1.399 -2.072 0.472
H -0.119 -0.347 -1.731
H 0.409 -0.671 1.289
H 2.694 -0.252 0.688
H 2.314 -0.255 -0.903
H -1.424 1.804 1.517
H -1.674 1.854 -0.304
*
```

Calculated values
SMILES	C=C[C@@H](N)C1=NC1
HOMO-LUMO gap	0.3850	Ha
energy	-304.722745	Eh

These are the Mulliken partial charges, in e, on atoms 1 to 6: C -0.67; C -0.37; C 0.41; N -0.64; C 0.25; N -0.61

(3)
Below is a single C4H6O2 molecule, with properties calculated with ωB97M-V/def2-TZVPD.

Structure (ORCA input):
```
! RIJCOSX wB97M-V def2-TZVPD def2/J DEFGRID3
* xyz 0 1
C -1.457 -0.312 1.645
C -1.457 -0.554 0.340
O -0.445 -0.367 -0.584
C 0.652 0.395 -0.332
C 1.603 0.318 -1.497
O 0.836 1.024 0.677
H -0.621 0.123 2.172
H -2.354 -0.564 2.201
H -2.310 -0.986 -0.174
H 1.077 0.495 -2.438
H 2.037 -0.686 -1.542
H 2.397 1.052 -1.357
*
```

Calculated values
SMILES	C=COC(C)=O
HOMO-LUMO gap	0.3915	Ha
energy	-306.476219	Eh

These are the Mulliken partial charges, in e, on atoms 1 to 6: C -0.63; C -0.02; O -0.30; C 0.77; C -1.01; O -0.54

(4)
Below is 9 unconnected molecules or ions with the total composition C4H27NO11, with properties calculated with ωB97M-V/def2-TZVPD.

Structure (ORCA input):
```
! RIJCOSX wB97M-V def2-TZVPD def2/J DEFGRID3
* xyz 0 1
C 2.173 1.042 0.804
N 0.997 0.538 0.081
C 0.298 -0.633 0.567
C -1.212 -0.413 0.716
O -1.518 -0.839 2.083
C 1.232 0.546 -1.376
O 0.350 -0.450 -1.967
O 0.950 1.879 -1.808
H 2.799 0.181 1.103
H 2.638 1.764 0.182
H 1.939 1.575 1.681
H 0.789 -0.943 1.590
H 0.423 -1.628 -0.097
H -1.756 0.585 0.537
H -1.748 -1.256 0.114
H -1.694 -0.090 2.532
H 2.230 0.209 -1.698
H -0.544 -0.158 -1.892
H 0.976 1.964 -2.791
O 0.319 0.485 4.330
H -0.289 1.237 4.200
H 0.259 0.017 3.510
O -2.070 1.849 3.165
H -2.665 2.595 3.393
H -1.573 2.123 2.428
O -2.201 2.496 -1.869
H -1.498 2.297 -1.338
H -2.480 3.394 -1.829
O -0.345 3.525 -0.144
H 0.409 3.943 -0.606
H 0.011 2.569 -0.007
O -3.085 -0.299 -1.338
H -3.499 -0.671 -2.172
H -3.099 0.589 -1.213
O 3.307 -1.907 -0.177
H 2.732 -2.286 0.468
H 3.426 -2.674 -0.772
O -1.002 -4.024 -1.023
H -1.734 -4.350 -0.489
H -0.654 -3.168 -0.698
O 2.619 -3.659 -2.111
H 2.152 -4.211 -1.579
H 1.926 -3.072 -2.516
*
```

Calculated values
SMILES	CN(CCO)C(O)O.O.O.O.O.O.O.O.O
HOMO-LUMO gap	0.3479	Ha
energy	-1050.893880	Eh

These are the Mulliken partial charges, in e, on atoms 1 to 6: C -1.15; N 0.90; C -0.53; C -0.16; O -0.56; C -0.34

(5)
Below is a gas-phase ion, C8H9Cl2N4O (charge +1), with properties calculated with ωB97M-V/def2-TZVPD.

Structure (ORCA input):
```
! RIJCOSX wB97M-V def2-TZVPD def2/J DEFGRID3
* xyz 1 3
C -2.151 1.240 -0.043
C -1.428 -1.003 -0.460
C -3.750 -0.560 0.124
C -1.090 0.315 -0.314
C -3.459 0.803 0.120
C -2.780 -1.472 -0.198
C 1.550 -0.422 0.842
C 0.176 0.772 -0.733
N 0.804 -0.168 1.859
N 1.360 0.350 -0.372
N 2.438 -1.449 0.948
N 0.130 1.750 -1.627
O -0.093 0.735 1.885
Cl -4.702 1.969 0.352
Cl -2.991 -3.160 -0.083
H -1.794 2.214 0.016
H -0.771 -1.772 -0.638
H -4.810 -0.914 0.181
H 0.876 -0.697 2.729
H 2.113 0.846 -0.644
H 2.232 -2.357 1.322
H 3.219 -1.335 0.296
H -0.786 1.929 -1.983
H 0.961 2.109 -2.222
*
```

Calculated values
HOMO-LUMO gap (spin up / spin down)	0.2220 / 0.2531	Ha
energy	-1524.482633	Eh

These are the Mulliken partial charges, in e, on atoms 1 to 6: C -0.89; C -0.54; C -0.42; C 0.05; C 0.11; C 0.23

(6)
Below is 2 unconnected molecules or ions with the total composition C12H17N2, with properties calculated with ωB97M-V/def2-TZVPD.

Structure (ORCA input):
```
! RIJCOSX wB97M-V def2-TZVPD def2/J DEFGRID3
* xyz 1 1
C 1.375 -4.399 0.506
C 1.180 -3.977 1.752
C 0.735 -3.649 -0.498
C 0.351 -2.893 2.021
C -0.008 -2.532 -0.238
C -0.194 -2.130 1.058
C -0.416 -1.706 -1.336
C -0.520 -0.425 -1.188
C -0.908 -0.770 1.149
C 1.045 0.664 0.433
C -1.202 1.343 0.073
C -0.084 3.766 -1.287
N 0.730 4.512 -1.961
N -0.351 0.141 0.136
H 1.903 -5.252 0.227
H 1.525 -4.473 2.666
H 0.965 -3.887 -1.585
H 0.201 -2.646 3.106
H -0.570 -2.134 -2.299
H -1.975 -0.981 0.882
H -0.993 -0.230 2.106
H 0.981 0.764 1.464
H 1.748 -0.105 0.077
H 1.127 1.609 -0.144
H -0.789 1.970 -0.724
H -2.146 1.083 -0.375
H -1.363 1.902 0.870
H -0.818 0.291 -1.978
H -0.753 4.301 -0.747
H 0.775 5.564 -1.852
H 1.506 4.140 -2.536
*
```

Calculated values
HOMO-LUMO gap	0.3326	Ha
energy	-576.583895	Eh

These are the Mulliken partial charges, in e, on atoms 1 to 6: C -0.83; C -0.46; C -0.46; C -0.62; C 0.90; C 0.41

(7)
Below is a single CH3PS molecule, with properties calculated with ωB97M-V/def2-TZVPD.

Structure (ORCA input):
```
! RIJCOSX wB97M-V def2-TZVPD def2/J DEFGRID3
* xyz 0 1
P -0.577 0.033 -0.275
C 1.169 -0.883 -0.340
S 2.416 0.011 -0.269
H -0.204 1.098 0.606
H -1.952 0.580 -0.493
H -0.853 -0.839 0.770
*
```

Calculated values
SMILES	[PH3]=C=S
HOMO-LUMO gap	0.2626	Ha
energy	-779.279481	Eh

Per-atom Mulliken charges, elementary charge units: P -0.01; C -0.07; S -0.14; H 0.06; H 0.07; H 0.09

(8)
Below is a single C2H4N2S molecule, with properties calculated with ωB97M-V/def2-TZVPD.

Structure (ORCA input):
```
! RIJCOSX wB97M-V def2-TZVPD def2/J DEFGRID3
* xyz 0 1
C 0.824 -0.189 -0.466
N 0.269 1.077 -0.004
N -0.799 0.655 0.682
S -2.136 -0.269 -0.284
C -0.545 -0.706 0.499
H 1.591 -0.414 0.371
H 0.945 -0.503 -1.466
H 0.205 1.934 -0.401
H -0.353 -1.584 1.068
*
```

Calculated values
SMILES	C1NN2S[C@@H]12
HOMO-LUMO gap	0.3360	Ha
energy	-586.138584	Eh

These are the Mulliken partial charges, in e, on atoms 1 to 6: C -0.54; N -0.03; N -0.38; S -0.21; C -0.01; H 0.26

(9)
Below is a molecular structure, C2H8NO2, with properties calculated with ωB97M-V/def2-TZVPD.

Structure (ORCA input):
```
! RIJCOSX wB97M-V def2-TZVPD def2/J DEFGRID3
* xyz -1 1
C -1.756 0.421 1.284
O -2.021 -0.505 0.266
H -2.511 0.379 2.090
H -0.917 0.123 1.919
H -1.724 1.560 1.042
N 2.346 0.058 -1.135
C 0.821 -0.048 -0.945
O 0.352 -0.857 0.031
H 2.782 0.033 -0.231
H 2.625 -0.817 -1.594
H 0.474 0.969 -0.825
H 0.445 -0.437 -1.964
H -0.916 -0.879 0.062
*
```

Calculated values
HOMO-LUMO gap	0.3048	Ha
energy	-286.213761	Eh

These are the Mulliken partial charges, in e, on atoms 1 to 6: C -0.68; O -0.70; H 0.29; H 0.25; H 0.15; N -0.71

(10)
Below is 2 unconnected molecules or ions with the total composition C5H13NOS, with properties calculated with ωB97M-V/def2-TZVPD.

Structure (ORCA input):
```
! RIJCOSX wB97M-V def2-TZVPD def2/J DEFGRID3
* xyz 1 2
C 1.101 1.415 1.061
C 2.171 0.293 1.052
O 3.344 0.670 0.484
C 0.344 1.783 -0.203
N -0.400 0.651 -0.842
C -1.577 0.390 -0.010
C -2.479 -0.719 -0.497
S -1.383 -2.180 -0.798
H 1.594 2.303 1.423
H 0.385 1.128 1.796
H 2.388 0.105 2.165
H 1.876 -0.723 0.756
H 4.103 0.497 1.062
H -0.384 2.614 -0.071
H 1.170 2.125 -0.791
H 0.165 -0.261 -0.982
H -1.341 0.078 1.074
H -2.272 1.303 0.015
H -2.952 -0.450 -1.526
H -3.284 -1.029 0.230
H -0.635 -1.703 1.228
*
```

Calculated values
HOMO-LUMO gap (spin up / spin down)	0.3085 / 0.1955	Ha
energy	-726.007773	Eh

These are the Mulliken partial charges, in e, on atoms 1 to 6: C -0.48; C -0.39; O -0.52; C -0.66; N 0.09; C -0.49

(11)
Below is 2 unconnected molecules or ions with the total composition C38H50N2O2, with properties calculated with ωB97M-V/def2-TZVPD.

Structure (ORCA input):
```
! RIJCOSX wB97M-V def2-TZVPD def2/J DEFGRID3
* xyz 0 1
C -3.187 -2.495 1.651
C -2.121 -1.443 1.949
C -2.177 -0.392 0.838
C -2.475 -0.895 3.331
C -0.712 -2.030 2.026
C 0.420 -1.109 2.148
O 0.258 0.149 2.241
C 1.745 -1.716 2.170
C 2.978 -0.800 2.152
C 4.263 -1.621 2.096
C 3.033 0.035 3.430
C 2.953 0.096 0.912
C 1.867 -3.094 2.220
C 0.754 -3.933 2.205
C -0.525 -3.399 2.086
H -3.271 -3.202 2.485
H -4.150 -1.976 1.542
H -2.969 -3.048 0.730
H -1.468 0.419 1.018
H -1.909 -0.868 -0.114
H -3.191 0.009 0.762
H -1.628 -0.382 3.781
H -3.329 -0.216 3.250
H -2.718 -1.721 4.011
H 4.280 -2.264 1.210
H 5.120 -0.937 2.051
H 4.365 -2.249 2.988
H 2.167 0.696 3.504
H 3.033 -0.626 4.305
H 3.952 0.631 3.426
H 2.093 0.767 0.927
H 3.874 0.687 0.881
H 2.893 -0.525 0.011
H 2.856 -3.557 2.260
H 0.896 -5.009 2.275
H -1.378 -4.083 2.044
C -0.975 3.769 8.582
N -1.800 4.043 7.429
C -3.092 4.502 7.555
O -3.793 4.456 8.562
C -3.488 5.090 6.212
C -3.693 6.606 6.316
C -2.539 7.303 7.001
C -2.418 7.270 8.395
C -1.267 7.750 9.017
C -0.264 8.344 8.244
C -0.449 8.522 6.869
C -1.590 8.003 6.252
N -2.368 4.687 5.340
C -2.248 5.103 4.067
C -1.065 4.935 3.293
C -1.015 4.254 2.074
C 0.112 4.271 1.168
C -0.092 4.319 -0.245
C 0.925 4.800 -1.070
C 2.191 5.101 -0.532
C 2.467 4.780 0.804
C 1.438 4.374 1.659
C -1.448 3.756 6.048
C -1.603 2.222 5.670
C -3.027 1.733 5.954
C -0.657 1.357 6.496
C -1.251 2.130 4.199
H -0.713 4.711 9.088
H -1.505 3.117 9.295
H -0.056 3.275 8.252
H -4.419 4.598 5.873
H -3.857 7.008 5.311
H -4.608 6.734 6.915
H -3.227 6.836 8.986
H -1.158 7.635 10.099
H 0.657 8.672 8.726
H 0.303 9.043 6.274
H -1.744 8.121 5.177
H -3.117 5.641 3.650
H -0.136 5.418 3.654
H -1.958 3.841 1.681
H -1.089 4.078 -0.638
H 0.738 4.971 -2.132
H 2.969 5.532 -1.169
H 3.485 4.888 1.180
H 1.627 4.183 2.720
H -0.402 4.060 5.877
H -3.769 2.184 5.286
H -3.066 0.643 5.813
H -3.299 1.935 6.998
H 0.378 1.719 6.460
H -0.994 1.298 7.536
H -0.666 0.327 6.105
H -0.363 2.729 3.967
H -0.965 1.129 3.875
H -2.085 2.443 3.561
*
```

Calculated values
HOMO-LUMO gap	0.0966	Ha
energy	-1737.865013	Eh

These are the Mulliken partial charges, in e, on atoms 1 to 6: C -2.35; C 3.03; C -1.96; C -1.00; C -0.23; C 0.27

(12)
Below is a single C18H21F3O5 molecule, with properties calculated with ωB97M-V/def2-TZVPD.

Structure (ORCA input):
```
! RIJCOSX wB97M-V def2-TZVPD def2/J DEFGRID3
* xyz 0 1
C -0.266 0.960 -3.714
C -0.130 1.692 -2.383
O -0.048 0.808 -1.272
C -1.264 0.309 -0.806
O -2.099 1.341 -0.322
C -1.768 1.830 0.907
C -2.434 3.107 1.262
O -2.310 3.658 2.328
O -3.188 3.597 0.276
C -0.927 1.240 1.762
C -0.249 -0.054 1.454
C 1.231 0.114 1.182
C 2.040 -1.018 1.157
C 3.390 -0.918 0.884
C 3.946 0.331 0.641
C 5.404 0.446 0.305
F 5.627 0.356 -1.024
F 6.150 -0.517 0.868
F 5.941 1.615 0.689
C 3.153 1.470 0.672
C 1.803 1.356 0.946
C -0.956 -0.744 0.267
C -2.239 -1.458 0.705
C -2.665 -2.579 -0.247
C -1.805 -3.836 -0.072
O -1.836 -4.338 1.242
H -1.217 0.437 -3.779
H 0.540 0.239 -3.823
H -0.211 1.678 -4.528
H 0.811 2.248 -2.356
H -0.963 2.390 -2.240
H -1.852 -0.133 -1.626
H -3.602 4.428 0.558
H -0.730 1.721 2.706
H -0.340 -0.709 2.330
H 1.610 -1.989 1.355
H 4.013 -1.799 0.865
H 3.593 2.437 0.486
H 1.188 2.242 0.966
H -0.265 -1.460 -0.184
H -2.084 -1.904 1.690
H -3.044 -0.726 0.791
H -2.602 -2.253 -1.286
H -3.706 -2.839 -0.041
H -2.134 -4.605 -0.787
H -0.755 -3.615 -0.271
H -2.747 -4.557 1.469
*
```

Calculated values
SMILES	CCO[C@@H]1OC(C(=O)O)=C[C@H](c2ccc(C(F)(F)F)cc2)[C@H]1CCCO
HOMO-LUMO gap	0.3618	Ha
energy	-1374.326463	Eh

These are the Mulliken partial charges, in e, on atoms 1 to 6: C -1.23; C -0.33; O -0.12; C -0.48; O -0.54; C 0.45